{"formula": "C11H25ClNS", "method": "ωB97M-V with the def2-TZVPD basis set", "symbols": ["C", "C", "C", "C", "N", "S", "C", "C", "C", "Cl", "C", "C", "C", "C", "H", "H", "H", "H", "H", "H", "H", "H", "H", "H", "H", "H", "H", "H", "H", "H", "H", "H", "H", "H", "H", "H", "H", "H", "H"], "positions_angstrom": [[1.4422, 3.5254, 1.2357], [0.1426, 2.7187, 0.6405], [0.3307, 2.2040, -0.9257], [-0.8812, 1.1417, -1.2248], [-0.4550, -0.1579, -1.8689], [-0.4755, -1.5092, -0.7594], [-2.1684, -1.6526, 0.1157], [-3.3876, -1.3257, -0.9304], [-4.6872, -0.5693, -0.2623], [-4.2848, 0.9900, 0.6628], [0.8222, -1.2400, 0.6174], [2.2500, -1.7761, 0.0148], [3.3437, -0.5123, 0.0524], [2.9505, -2.9910, 0.8730], [2.3207, 3.6213, 0.4655], [1.0467, 4.5796, 1.6312], [1.8091, 2.9247, 2.1973], [-0.8224, 3.4179, 0.6519], [-0.1210, 1.7973, 1.3121], [1.3912, 1.7663, -1.1558], [0.1939, 3.1616, -1.5963], [-1.5017, 1.0324, -0.2392], [-1.6049, 1.6772, -2.0087], [0.5707, -0.0274, -2.1159], [-2.1246, -0.8305, 0.9799], [-2.2820, -2.6864, 0.6891], [-3.7792, -2.3427, -1.4176], [-3.0532, -0.6417, -1.8498], [-5.4211, -0.2459, -1.1463], [-5.2958, -1.2676, 0.4760], [0.8558, -0.1158, 0.9407], [0.4608, -1.9414, 1.5074], [2.1250, -2.1787, -1.0903], [3.8140, -0.5478, 1.1490], [4.1524, -0.6225, -0.7929], [2.7271, 0.4848, -0.0015], [2.7228, -2.9801, 2.0207], [4.1281, -2.8232, 0.7711], [2.7454, -4.0568, 0.3815]], "forces_ev_per_angstrom": [[-0.82, -0.18, 1.07], [-0.08, 0.16, -0.62], [-0.70, 0.67, 0.63], [-0.91, 2.62, -0.49], [0.53, 0.35, 2.13], [0.55, -0.47, 0.39], [-1.03, 1.81, 1.21], [-0.56, 0.03, -0.84], [-0.96, -1.00, -0.71], [-0.04, -1.38, -0.79], [0.18, -0.74, 0.65], [1.22, 0.29, 0.05], [-1.02, -0.42, 0.87], [0.94, -0.34, -0.66], [-1.82, -0.06, 1.53], [1.27, -2.26, -1.04], [-0.55, 1.41, -2.17], [2.11, -1.55, -0.03], [0.56, 1.66, -1.16], [-1.92, 0.68, 0.58], [0.37, -2.05, 1.18], [1.16, -0.22, -1.96], [1.44, -1.33, 1.72], [-1.45, -0.65, 0.16], [-0.27, -1.64, -1.95], [0.71, 1.98, -1.73], [0.85, 2.24, 1.17], [-0.40, -1.53, 2.21], [1.76, -0.77, 2.03], [1.48, 1.54, -1.53], [-0.23, -2.16, -0.62], [0.65, 1.60, -1.86], [0.10, 0.99, 2.20], [-0.77, 0.19, -2.58], [-1.64, 0.34, 1.86], [1.52, -1.73, -0.23], [0.19, 0.01, -2.25], [-2.60, -0.43, 0.23], [0.19, 2.34, 1.32]], "nbo_charge": [-0.648, -0.411, -0.442, -0.293, -0.720, 0.934, -0.554, -0.464, -0.381, -0.076, -0.554, -0.250, -0.633, -0.644, 0.227, 0.240, 0.221, 0.229, 0.183, 0.204, 0.243, 0.231, 0.237, 0.415, 0.263, 0.294, 0.257, 0.252, 0.255, 0.242, 0.265, 0.268, 0.226, 0.232, 0.249, 0.200, 0.229, 0.238, 0.237], "homo_ev": -13.65, "lumo_energy_ev": -2.9, "charge": 1}

{"formula": "C11H25NSi", "method": "ωB97M-V with the def2-TZVPD basis set", "symbols": ["C", "C", "C", "C", "C", "C", "C", "C", "C", "C", "C", "N", "Si", "H", "H", "H", "H", "H", "H", "H", "H", "H", "H", "H", "H", "H", "H", "H", "H", "H", "H", "H", "H", "H", "H", "H", "H", "H"], "positions_angstrom": [[2.5363, -0.5214, 0.9179], [2.6607, -1.7829, 1.2496], [-1.0255, 2.3295, -1.3014], [4.1182, 1.4098, 0.8850], [4.5546, -0.6257, -0.7551], [-2.6285, 0.6493, 1.7224], [-4.4950, -1.3931, -0.1341], [-2.6478, -2.5581, -1.3656], [-1.5395, 2.4714, 0.1923], [3.5361, 0.1530, -0.0101], [-2.5635, 1.2937, 0.3503], [-3.0847, -1.6963, -0.3617], [-2.0241, -0.5408, 0.3730], [1.6868, 0.1113, 1.0487], [3.6905, -2.2445, 0.9768], [-1.0221, 3.3341, -1.8579], [-1.7585, 1.6871, -1.7601], [-0.0267, 1.9282, -1.2628], [4.6524, 0.9804, 1.6744], [4.6862, 2.2265, 0.3184], [3.2562, 1.9733, 1.2426], [4.0144, -1.4653, -1.1304], [5.0403, -0.0843, -1.5999], [5.3438, -0.9872, -0.1782], [-1.9063, 1.1364, 2.3608], [-3.5641, 0.4948, 2.3919], [1.8483, -2.4333, 1.5929], [-4.9459, -1.0680, -1.1894], [-5.0750, -2.3331, 0.1732], [-4.6218, -0.7059, 0.6120], [-1.6133, -2.2863, -1.6108], [-2.8379, -3.6600, -1.0246], [-3.0557, -2.4568, -2.3913], [-0.7347, 2.2205, 0.7843], [-2.0201, 3.4528, 0.3028], [2.8876, 0.6471, -0.8085], [-3.5783, 1.6610, 0.1041], [-0.8005, -1.2285, 0.2134]], "forces_ev_per_angstrom": [[0.99, 0.18, -1.82], [1.48, -1.73, -0.47], [-0.75, 2.42, 0.55], [-1.15, 0.46, -3.22], [-0.20, 0.42, -1.13], [-0.47, -1.46, 2.01], [-0.86, -3.53, -4.51], [0.13, -2.34, -0.89], [-2.21, -1.19, -3.21], [-0.67, 4.23, 0.90], [-0.33, 1.19, -0.05], [-0.84, 2.41, 2.14], [-2.38, 1.31, 0.22], [-0.76, -0.02, 0.47], [-2.11, 0.35, 0.56], [0.18, -1.43, 0.78], [0.27, -0.29, -0.70], [0.28, -0.35, -0.47], [1.02, -0.29, 1.28], [-0.29, -1.57, 0.53], [-0.09, -0.24, 0.39], [-0.06, -0.88, -0.73], [-0.66, -0.12, 0.60], [1.34, -0.67, 1.27], [0.48, -0.33, 0.40], [1.24, 0.37, -1.66], [0.55, 0.40, 0.42], [0.48, -0.28, 2.33], [0.69, 1.08, -0.40], [-0.35, 1.98, 1.64], [0.25, -0.89, 0.54], [0.82, 1.55, -0.93], [-0.79, 0.23, 0.52], [1.72, 0.34, 1.85], [0.41, -0.33, 0.62], [0.58, -0.51, 0.94], [0.53, -0.63, -0.80], [1.57, 0.15, 0.03]], "nbo_charge": [-0.175, -0.416, -0.608, -0.603, -0.621, -0.849, -0.389, -0.396, -0.397, -0.230, -0.628, -0.844, 1.448, 0.196, 0.193, 0.201, 0.213, 0.201, 0.202, 0.206, 0.202, 0.215, 0.219, 0.203, 0.233, 0.239, 0.211, 0.174, 0.184, 0.199, 0.205, 0.176, 0.182, 0.189, 0.208, 0.199, 0.238, -0.178], "smiles": "CC[C@@H]1C[Si@H]1N(C)C.C=CC(C)C", "homo_ev": -7.83, "lumo_energy_ev": 0.8, "charge": 0, "e_above_lowest_kcal_mol": 100.0}

{"formula": "C11H26AlClNOP", "method": "ωB97M-V with the def2-TZVPD basis set", "symbols": ["C", "C", "Al", "P", "O", "Cl", "H", "H", "H", "H", "H", "H", "C", "C", "C", "N", "C", "C", "C", "C", "C", "C", "H", "H", "H", "H", "H", "H", "H", "H", "H", "H", "H", "H", "H", "H", "H", "H", "H", "H", "H", "H"], "positions_angstrom": [[2.5091, 0.8359, 4.1157], [3.7616, 1.3326, 4.0688], [4.4809, 1.8721, 2.2786], [2.8007, 3.3288, 1.3759], [1.5059, 2.2530, 1.4102], [2.3767, 4.6945, 2.9229], [2.2276, 0.0169, 3.4455], [1.7367, 1.2133, 4.7866], [4.3062, 1.5355, 4.9927], [4.5502, 0.6225, 1.2293], [5.8998, 2.6204, 2.3751], [1.8380, 1.4212, 1.7868], [-0.5452, -2.2583, 1.1414], [0.5373, -1.4756, 0.4002], [0.1608, -0.1363, -0.2119], [-0.9035, -0.0907, -1.2952], [-2.2684, -0.0255, -0.6535], [-3.4133, -0.1807, -1.6401], [-3.2368, -1.4307, -2.4923], [-1.9078, -1.3590, -3.2331], [-0.7594, -1.2462, -2.2452], [-0.6678, 1.1935, -2.0331], [-1.3043, -2.6735, 0.4742], [-0.0935, -3.1019, 1.6609], [-1.0431, -1.6390, 1.8898], [1.0109, -2.1145, -0.3481], [1.3309, -1.2347, 1.1116], [1.0561, 0.2852, -0.6667], [-0.1725, 0.5673, 0.5514], [-2.3094, -0.8120, 0.0952], [-2.3140, 0.9330, -0.1389], [-4.3419, -0.2329, -1.0710], [-3.4977, 0.7013, -2.2791], [-4.0626, -1.5333, -3.1954], [-3.2512, -2.3182, -1.8513], [-1.9073, -0.5233, -3.9365], [-1.7528, -2.2604, -3.8266], [0.1994, -1.1161, -2.7458], [-0.7179, -2.1533, -1.6466], [0.3102, 1.1480, -2.5035], [-0.6921, 2.0087, -1.3137], [-1.4365, 1.3324, -2.7856]], "forces_ev_per_angstrom": [[0.19, 0.27, 0.30], [0.49, -1.37, -0.52], [0.99, -0.60, 0.41], [0.09, 0.38, -0.77], [-0.08, -0.44, -0.16], [-0.08, -0.19, 0.22], [-0.49, 0.77, -0.80], [0.18, -0.89, 0.75], [-0.78, 1.49, 0.16], [-0.39, 0.04, -0.13], [-0.08, 0.12, -0.05], [-0.28, 0.23, 0.42], [0.03, 0.03, -0.01], [-0.20, -0.24, -0.02], [0.31, 0.05, 0.20], [0.08, 0.28, -0.10], [-0.17, -0.11, 0.04], [0.00, -0.03, -0.08], [-0.02, 0.05, -0.05], [-0.07, 0.02, 0.01], [-0.09, -0.13, -0.04], [-0.11, -0.03, -0.01], [-0.02, 0.01, 0.01], [0.01, 0.01, 0.02], [-0.01, -0.01, 0.00], [0.04, 0.02, 0.00], [0.03, 0.10, -0.06], [0.00, 0.07, 0.06], [0.06, 0.06, -0.03], [0.06, -0.03, -0.03], [0.06, -0.02, 0.04], [0.04, 0.03, 0.08], [0.01, 0.00, -0.01], [0.00, 0.01, -0.01], [0.00, -0.01, -0.01], [-0.01, 0.01, 0.00], [0.09, 0.00, 0.02], [0.04, -0.03, 0.06], [0.01, 0.03, 0.05], [0.01, 0.02, 0.00], [0.06, 0.00, 0.01], [-0.01, 0.02, 0.01]], "nbo_charge": [-0.470, -0.648, 0.840, 0.451, -1.028, -0.382, 0.151, 0.178, 0.201, -0.396, -0.366, 0.480, -0.620, -0.437, -0.216, -0.212, -0.216, -0.425, -0.402, -0.423, -0.215, -0.411, 0.186, 0.238, 0.216, 0.209, 0.261, 0.243, 0.247, 0.232, 0.235, 0.243, 0.210, 0.232, 0.205, 0.210, 0.241, 0.231, 0.226, 0.233, 0.249, 0.219], "homo_ev": -6.21, "lumo_energy_ev": -0.4, "charge": 0}

{"formula": "C11H26Cl2N4P", "method": "ωB97M-V with the def2-TZVPD basis set", "symbols": ["C", "C", "N", "C", "C", "C", "N", "C", "N", "P", "C", "C", "C", "N", "H", "H", "H", "H", "H", "H", "H", "H", "H", "H", "H", "H", "H", "H", "H", "H", "H", "H", "H", "H", "H", "H", "Cl", "C", "C", "Cl", "H", "H", "H", "H"], "positions_angstrom": [[0.1701, -2.3630, 0.5819], [-0.0819, -2.3737, -0.9186], [0.5868, -1.2473, -1.5837], [-0.1529, -0.0301, -1.6305], [-0.8943, 0.2312, -2.9371], [-1.6122, 1.5644, -2.8707], [-0.6846, 2.6342, -2.4180], [0.1790, 2.3663, -1.4276], [0.5110, 3.2610, -0.5300], [1.7480, 3.2448, 0.8081], [1.2247, 1.7423, 1.7279], [3.2244, 2.6597, -0.1110], [4.4839, 2.9379, 0.7341], [0.7920, 1.1080, -1.3618], [1.1413, -2.7974, 0.8218], [-0.6015, -2.9150, 1.1172], [0.1666, -1.3361, 0.9581], [-1.1650, -2.3577, -1.1092], [0.2892, -3.2889, -1.3787], [0.9606, -1.5066, -2.4874], [-0.8568, -0.0306, -0.7896], [-0.1702, 0.2134, -3.7589], [-1.6277, -0.5546, -3.1273], [-2.4344, 1.5087, -2.1522], [-2.0205, 1.8679, -3.8325], [-1.1573, 3.5273, -2.3325], [0.0398, 4.1556, -0.6071], [0.8988, 2.0220, 2.7284], [2.0709, 1.0577, 1.8120], [0.4173, 1.2106, 1.2275], [3.2678, 3.2016, -1.0591], [3.1238, 1.5981, -0.3404], [4.2756, 3.5728, 1.5998], [4.9193, 2.0123, 1.1073], [5.2490, 3.4510, 0.1540], [1.5083, 1.0684, -2.0865], [-2.4158, -2.1249, 3.4278], [-3.7887, -3.2711, 3.4208], [-3.3458, -4.6788, 3.1125], [-2.7774, -4.8419, 1.4261], [-4.5037, -2.9157, 2.6839], [-4.2370, -3.2334, 4.4112], [-4.1874, -5.3585, 3.2290], [-2.5325, -4.9921, 3.7612]], "forces_ev_per_angstrom": [[0.04, -0.03, 0.05], [-0.13, 0.07, 0.01], [0.15, -0.10, -0.15], [0.06, 0.06, 0.09], [-0.02, -0.04, -0.02], [0.17, 0.03, -0.20], [-0.69, -0.01, 0.68], [0.40, -0.26, -0.30], [0.12, 0.33, 0.07], [-0.17, -0.05, -0.28], [0.06, -0.05, 0.09], [0.02, -0.07, -0.01], [0.08, -0.05, 0.08], [-0.38, -0.05, -0.16], [0.00, 0.08, -0.02], [0.04, -0.04, -0.02], [-0.05, -0.04, 0.00], [0.06, 0.03, -0.04], [0.02, -0.02, 0.10], [-0.13, 0.02, -0.02], [0.01, -0.01, -0.07], [-0.05, 0.05, 0.01], [0.04, 0.00, 0.04], [-0.03, -0.01, -0.06], [0.06, -0.04, 0.00], [0.12, 0.04, -0.12], [0.04, -0.03, 0.00], [0.00, 0.01, -0.02], [-0.03, 0.02, 0.01], [0.06, 0.03, -0.01], [-0.03, 0.07, 0.07], [0.05, 0.07, -0.01], [-0.01, -0.01, -0.04], [-0.03, 0.02, 0.02], [-0.03, -0.04, -0.03], [0.21, 0.03, 0.27], [-0.02, 0.01, -0.01], [0.00, -0.01, -0.03], [0.01, 0.02, 0.00], [-0.01, 0.00, 0.00], [0.00, 0.01, 0.02], [0.01, -0.01, 0.01], [0.00, 0.00, 0.00], [0.00, 0.00, 0.00]], "nbo_charge": [-0.621, -0.215, -0.631, 0.124, -0.452, -0.217, -0.551, 0.707, -0.771, 1.004, -0.957, -0.741, -0.623, -0.666, 0.217, 0.236, 0.193, 0.169, 0.213, 0.372, 0.197, 0.215, 0.247, 0.203, 0.234, 0.401, 0.415, 0.250, 0.252, 0.244, 0.234, 0.239, 0.215, 0.226, 0.234, 0.402, -0.075, -0.381, -0.383, -0.070, 0.224, 0.231, 0.232, 0.229], "homo_ev": -12.13, "lumo_energy_ev": -3.0, "charge": 1}

{"formula": "C11H27BNO10V", "method": "ωB97M-V with the def2-TZVPD basis set", "symbols": ["O", "V", "C", "O", "O", "O", "C", "O", "O", "O", "B", "H", "H", "H", "H", "C", "O", "C", "C", "N", "C", "C", "O", "C", "H", "H", "H", "H", "H", "H", "H", "H", "H", "H", "H", "H", "H", "H", "H", "C", "C", "C", "O", "H", "H", "H", "H", "H", "H", "H", "H"], "positions_angstrom": [[-1.2859, -0.3537, -1.6410], [-0.6189, -0.8151, -3.0560], [0.5663, -3.1620, -2.8652], [1.4970, -3.4191, -2.0371], [0.8628, -2.3571, -3.8020], [-0.5412, -2.8088, -2.2814], [1.5700, 0.8368, -3.2663], [2.6691, 0.3857, -3.8689], [0.5192, 0.9045, -3.9695], [1.4803, 0.0069, -2.2628], [-2.1953, -0.7273, -4.6325], [-2.5025, -1.3256, -3.7490], [-3.0239, -0.6641, -5.4119], [-1.9286, 0.2765, -4.2475], [-1.2971, -1.1760, -5.0976], [-0.5325, -1.4738, 4.5777], [-0.7265, -2.3613, 3.5093], [-0.9626, -1.6034, 2.2804], [-0.0707, -2.2475, 1.2079], [1.3204, -2.1762, 1.6495], [1.8282, -0.8230, 1.4878], [3.3476, -0.8323, 1.7648], [3.5968, -0.6360, 3.1884], [4.9649, -0.2844, 3.4432], [-0.3062, -2.0366, 5.4880], [-1.4031, -0.8721, 4.8684], [0.2773, -0.7444, 4.4772], [-0.8781, -0.5350, 2.4803], [-1.9998, -1.6704, 1.9345], [-0.1313, -1.7665, 0.2330], [-0.2844, -3.2698, 0.8887], [1.2417, -2.3454, 2.6468], [1.3786, -0.0811, 2.1538], [1.8752, -0.5820, 0.4211], [3.9200, -0.0200, 1.3107], [3.6940, -1.7706, 1.3237], [4.9569, 0.5862, 4.1071], [5.6022, 0.0519, 2.6248], [5.2970, -1.1683, 3.9907], [-1.4824, 3.0570, -1.1592], [-2.6285, 3.9523, -0.8488], [-4.0307, 3.3256, -0.7820], [-2.3703, 4.5881, 0.4218], [-0.5721, 3.6010, -1.4164], [-1.8407, 2.6077, -2.0910], [-1.2398, 2.2994, -0.4178], [-2.6503, 4.8026, -1.5400], [-4.3016, 2.7346, 0.0927], [-4.2845, 2.7289, -1.6583], [-4.7363, 4.1625, -0.7912], [-1.6394, 5.2007, 0.3209]], "forces_ev_per_angstrom": [[0.15, -0.23, -1.92], [2.94, -0.17, 3.41], [3.24, 5.71, 4.87], [0.63, -4.02, -0.57], [-0.70, 0.35, -4.07], [-4.00, -0.45, -0.31], [3.72, -10.32, -2.38], [1.36, 5.17, -1.22], [-3.57, 2.63, -0.88], [-2.98, 1.27, 4.28], [-1.24, 0.25, -1.19], [-1.00, -1.88, 2.32], [-1.58, 0.06, -1.25], [0.41, 3.06, 0.66], [2.56, -1.28, -1.27], [-0.05, -0.13, 1.12], [-0.42, 1.34, 0.16], [-0.73, -1.39, -1.03], [0.69, 0.78, -0.59], [-0.32, 0.31, 0.45], [2.52, -0.43, -0.38], [-0.64, 0.56, 0.45], [0.82, 0.13, -0.94], [-1.44, -0.32, 1.24], [0.11, -0.34, -0.14], [-0.42, -0.05, -0.43], [0.24, -0.17, -0.56], [0.86, 0.01, -0.18], [-0.22, -0.48, 0.39], [-0.29, 0.50, -0.09], [-0.52, -0.13, 0.77], [0.51, -0.29, 0.11], [-0.27, 0.33, -0.38], [-1.09, 0.32, -0.10], [-0.53, 0.13, -0.57], [0.36, -0.20, 0.55], [-0.03, -0.10, 0.34], [-0.28, -0.67, -0.53], [1.11, 0.25, -0.12], [-0.43, -0.44, -1.51], [0.29, 0.56, 1.26], [-0.33, 0.72, -0.31], [-0.81, 0.43, 1.04], [-0.03, 0.13, 0.12], [0.81, -0.76, 0.00], [-0.32, -0.11, -0.08], [-0.23, -0.39, -0.57], [0.68, -0.07, 0.15], [0.41, -0.07, -0.07], [-0.11, 0.03, 0.08], [0.15, -0.18, -0.17]], "mulliken_spin": [-0.167, 1.166, -0.005, 0.010, -0.010, -0.006, -0.001, -0.003, -0.004, -0.008, 0.009, -0.005, -0.005, 0.026, 0.001, 0.000, 0.000, 0.000, -0.002, 0.000, -0.001, 0.000, 0.000, 0.000, 0.000, 0.000, 0.000, 0.000, 0.000, 0.005, 0.000, 0.000, 0.000, 0.001, 0.000, 0.000, 0.000, 0.000, 0.000, -0.003, 0.000, 0.000, 0.000, 0.000, 0.002, 0.001, 0.000, 0.000, 0.000, 0.000, 0.000], "homo_ev": [3.29, 3.27], "lumo_energy_ev": [6.1, 6.1], "multiplicity": 2, "s2": 0.773, "charge": -3, "e_above_lowest_kcal_mol": 73.1}

Q: Which value of charge does entry 2 give?
A: 0